{
  "formula": "C60H69N7O12",
  "method": "ωB97M-V/def2-TZVPD",
  "lumo_energy_ev": [-2.658, -7.188],
  "e_tot_ha": -3613.6522,
  "gap_ev": [7.47, 2.94],
  "spin_multiplicity": 2,
  "charge": 1,
  "species": ["O", "O", "O", "O", "O", "O", "O", "O", "O", "O", "O", "O", "N", "N", "N", "N", "N", "N", "N", "C", "C", "C", "C", "C", "C", "C", "C", "C", "C", "C", "C", "C", "C", "C", "C", "C", "C", "C", "C", "C", "C", "C", "C", "C", "C", "C", "C", "C", "C", "C", "C", "C", "C", "C", "C", "C", "C", "C", "C", "C", "C", "C", "C", "C", "C", "C", "C", "C", "C", "C", "C", "C", "C", "C", "C", "C", "C", "C", "C", "H", "H", "H", "H", "H", "H", "H", "H", "H", "H", "H", "H", "H", "H", "H", "H", "H", "H", "H", "H", "H", "H", "H", "H", "H", "H", "H", "H", "H", "H", "H", "H", "H", "H", "H", "H", "H", "H", "H", "H", "H", "H", "H", "H", "H", "H", "H", "H", "H", "H", "H", "H", "H", "H", "H", "H", "H", "H", "H", "H", "H", "H", "H", "H", "H", "H", "H", "H", "H"],
  "xyz": [[19.597, -16.183, 3.744], [11.166, -26.440, 7.713], [17.779, -25.071, -0.013], [14.347, -21.293, 1.838], [15.924, -19.309, -1.808], [12.525, -16.469, -0.452], [14.366, -22.502, 6.107], [21.659, -21.189, 4.244], [17.264, -19.950, 6.326], [19.957, -23.380, 7.139], [15.891, -18.212, 9.617], [21.496, -18.048, 9.472], [20.069, -18.248, 7.741], [15.415, -20.031, 10.785], [16.751, -27.041, -0.064], [21.060, -21.512, 7.468], [14.113, -17.302, -1.768], [15.447, -13.500, 9.032], [15.408, -21.411, -1.431], [13.316, -18.642, 0.106], [19.102, -18.029, 1.782], [16.246, -21.669, 3.313], [18.169, -21.948, 4.843], [13.577, -23.347, 6.353], [17.391, -13.221, 10.495], [15.518, -24.921, 6.319], [15.029, -19.047, 9.959], [13.111, -19.432, 3.676], [21.382, -20.026, 4.025], [13.297, -17.378, -0.750], [21.001, -22.733, 7.086], [15.198, -27.239, 6.842], [20.375, -17.968, 8.997], [12.135, -23.077, 6.581], [20.190, -17.278, 3.777], [18.730, -22.923, 4.049], [18.741, -18.970, 0.815], [22.962, -19.020, 5.666], [16.416, -25.528, -1.995], [12.482, -18.639, 4.666], [14.924, -21.000, 2.869], [14.445, -20.021, 3.880], [13.591, -15.414, 9.130], [20.415, -19.728, 2.945], [23.166, -16.688, 5.910], [15.409, -20.330, -2.208], [19.221, -17.424, 9.852], [20.098, -20.613, 1.923], [13.323, -25.770, 6.925], [10.307, -21.585, 6.700], [13.289, -18.227, 5.765], [21.418, -17.505, 4.600], [13.817, -27.077, 6.892], [16.046, -26.194, 6.552], [9.517, -22.641, 7.241], [16.765, -22.672, 2.529], [10.064, -23.855, 7.494], [11.648, -21.796, 6.331], [23.528, -17.925, 6.255], [14.549, -14.459, 8.241], [17.034, -21.298, 4.438], [16.583, -20.204, 5.300], [22.095, -16.443, 5.133], [14.976, -20.543, -3.708], [22.275, -23.460, 6.649], [13.584, -19.108, 9.508], [21.902, -18.822, 4.739], [18.088, -23.202, 2.766], [11.893, -25.535, 7.364], [19.871, -18.339, 2.831], [19.328, -20.188, 0.851], [14.531, -18.747, 5.915], [14.040, -11.355, 8.899], [14.099, -24.718, 6.499], [15.198, -19.689, 4.996], [11.331, -24.097, 7.110], [14.573, -12.469, 9.772], [16.355, -14.220, 9.871], [17.041, -25.908, -0.648], [15.367, -25.697, -1.750], [19.764, -17.339, 10.793], [14.826, -10.601, 8.890], [12.771, -14.777, 9.459], [14.760, -18.076, -1.819], [24.398, -18.127, 6.862], [19.100, -18.430, 7.524], [15.138, -15.014, 7.510], [9.423, -24.598, 7.944], [14.482, -21.509, -3.605], [16.884, -14.987, 9.304], [19.652, -23.365, 4.399], [16.989, -27.184, 0.907], [13.340, -18.075, 9.261], [14.017, -13.898, 7.474], [22.562, -23.232, 5.622], [15.880, -21.293, -0.546], [20.449, -21.634, 1.966], [15.883, -20.684, -4.296], [16.278, -23.033, 1.635], [18.425, -13.474, 10.261], [20.870, -18.381, 7.140], [12.875, -17.542, 6.490], [16.376, -20.057, 11.093], [12.964, -16.118, 8.583], [18.596, -21.716, 5.808], [13.565, -19.864, 8.723], [17.122, -26.278, 6.520], [18.860, -16.427, 9.602], [14.181, -16.461, -2.323], [18.378, -18.075, 10.083], [14.062, -15.843, 10.014], [17.225, -13.067, 11.561], [20.359, -21.182, 8.116], [15.149, -12.083, 10.613], [12.251, -20.987, 5.945], [13.684, -12.761, 10.332], [13.216, -10.846, 9.398], [14.226, -19.226, 0.242], [12.484, -19.738, 2.852], [18.557, -23.844, 2.035], [9.746, -20.662, 6.688], [15.368, -22.357, -1.783], [15.895, -14.848, 10.633], [18.112, -18.607, 0.015], [22.129, -24.540, 6.644], [13.157, -27.851, 7.255], [14.669, -20.572, 11.199], [16.703, -24.503, -2.227], [13.011, -18.373, 1.118], [21.901, -20.957, 7.397], [15.602, -28.225, 7.020], [12.598, -19.414, -0.171], [23.602, -15.778, 6.293], [23.141, -23.289, 7.288], [13.526, -11.462, 7.944], [16.730, -27.879, -0.627], [16.509, -26.272, -2.786], [8.543, -22.410, 7.646], [12.913, -19.526, 10.258], [14.381, -19.738, -4.139], [17.257, -12.256, 10.005], [19.242, -20.891, 0.035], [15.007, -18.541, 6.863], [11.449, -18.347, 4.546], [16.203, -24.123, 6.074], [18.794, -16.999, 1.672], [23.381, -19.982, 5.920], [21.635, -15.474, 5.007]]
}

{
  "formula": "C21H34N4O6",
  "method": "ωB97M-V/def2-TZVPD",
  "lumo_energy_ev": 0.561,
  "e_tot_ha": -1491.2043,
  "gap_ev": 9.81,
  "charge": 0,
  "species": ["O", "O", "O", "O", "O", "O", "N", "N", "N", "N", "C", "C", "C", "C", "C", "C", "C", "C", "C", "C", "C", "C", "C", "C", "C", "C", "C", "C", "C", "C", "C", "H", "H", "H", "H", "H", "H", "H", "H", "H", "H", "H", "H", "H", "H", "H", "H", "H", "H", "H", "H", "H", "H", "H", "H", "H", "H", "H", "H", "H", "H", "H", "H", "H", "H"],
  "xyz": [[0.572, 0.626, -1.176], [-3.287, -0.816, -0.127], [-4.529, -1.615, -1.836], [2.157, -1.076, 0.568], [-3.612, 2.378, -0.439], [2.913, -1.364, -1.544], [2.186, 1.577, 0.080], [-2.104, 1.030, -1.483], [0.482, 3.283, 1.242], [-1.678, 3.595, 1.030], [-3.728, -0.846, -1.372], [5.731, -1.326, 0.279], [6.149, 0.552, -1.326], [-2.468, 1.977, -0.609], [2.742, -0.699, -0.557], [-3.109, -1.252, 2.169], [-3.852, -1.671, 0.900], [0.964, -2.369, 2.119], [-1.364, 2.581, 0.171], [2.508, -3.499, 0.492], [3.258, 0.743, -0.420], [1.502, -2.366, 0.688], [-3.587, -3.139, 0.575], [-3.092, 0.275, -2.201], [5.760, 0.190, 0.106], [-0.543, 3.980, 1.645], [-5.348, -1.392, 1.037], [0.361, -2.465, -0.323], [0.920, 1.451, -0.334], [4.447, 0.862, 0.539], [0.002, 2.396, 0.317], [-1.126, 0.717, -1.490], [-4.101, -3.420, -0.340], [-5.877, -1.718, 0.145], [-0.496, 4.764, 2.374], [5.052, -1.784, -0.433], [1.785, -2.334, 2.830], [2.028, -4.451, 0.702], [6.110, 1.628, -1.479], [7.162, 0.214, -1.531], [0.748, -2.376, -1.334], [3.352, -3.375, 1.167], [-3.948, -3.763, 1.388], [-3.279, -0.197, 2.365], [-2.521, -3.307, 0.445], [-0.136, -3.426, -0.219], [6.724, -1.738, 0.110], [5.419, -1.593, 1.287], [5.483, 0.067, -2.035], [2.368, 2.270, 0.793], [-2.042, -1.414, 2.044], [3.539, 1.072, -1.429], [4.642, 1.932, 0.664], [-5.514, -0.325, 1.171], [-5.744, -1.925, 1.897], [-2.622, 3.941, 1.130], [2.873, -3.508, -0.531], [0.337, -1.495, 2.278], [4.143, 0.461, 1.509], [-3.914, 0.943, -2.487], [-3.459, -1.833, 3.017], [-0.356, -1.663, -0.162], [-2.655, -0.155, -3.103], [0.379, -3.266, 2.297], [6.532, 0.585, 0.779]]
}

{
  "formula": "C26H74CaO18",
  "method": "ωB97M-V/def2-TZVPD",
  "lumo_energy_ev": 0.230,
  "e_tot_ha": -3066.9305,
  "gap_ev": 8.18,
  "charge": 0,
  "species": ["Ca", "O", "O", "O", "O", "O", "O", "O", "O", "O", "O", "O", "O", "O", "O", "O", "O", "O", "O", "C", "C", "C", "C", "C", "C", "C", "C", "C", "C", "C", "C", "C", "C", "C", "C", "C", "C", "C", "C", "C", "C", "C", "C", "C", "C", "H", "H", "H", "H", "H", "H", "H", "H", "H", "H", "H", "H", "H", "H", "H", "H", "H", "H", "H", "H", "H", "H", "H", "H", "H", "H", "H", "H", "H", "H", "H", "H", "H", "H", "H", "H", "H", "H", "H", "H", "H", "H", "H", "H", "H", "H", "H", "H", "H", "H", "H", "H", "H", "H", "H", "H", "H", "H", "H", "H", "H", "H", "H", "H", "H", "H", "H", "H", "H", "H", "H", "H", "H", "H"],
  "xyz": [[-0.395, -0.194, 0.465], [5.244, 0.483, 1.490], [0.875, 0.710, -1.278], [-3.350, 0.954, -3.025], [-1.339, -1.319, 2.304], [3.849, 4.379, 0.788], [4.966, 0.557, -1.679], [3.502, 1.193, 3.651], [-1.056, 2.716, 4.146], [-1.669, -4.419, 0.502], [-3.496, 1.090, 2.771], [-1.078, 1.949, 1.235], [0.208, -2.456, -0.387], [-2.364, 2.401, -5.368], [-1.866, -3.107, -2.937], [-2.266, -0.212, -0.864], [1.279, 0.015, 2.116], [3.032, 2.415, -1.265], [1.907, 2.654, 1.731], [4.555, 4.089, -0.408], [-1.412, 3.231, 0.725], [2.064, -3.899, 0.257], [3.631, 3.659, -1.567], [1.334, -3.730, -2.098], [0.729, -0.405, 3.302], [4.363, -0.225, 0.589], [-2.408, 2.534, 4.496], [-3.709, 2.267, -3.389], [-4.564, -0.675, -0.354], [-3.114, -1.236, -0.438], [-0.271, -1.551, 3.184], [-2.616, -5.985, 2.010], [-0.607, 3.566, -0.550], [1.438, -2.973, -0.828], [-3.077, -4.761, -4.189], [0.608, 0.287, -2.628], [3.438, 2.620, 3.587], [-1.358, -5.207, 1.573], [5.043, -0.531, -0.750], [2.152, 3.195, 3.040], [-2.018, -4.467, -3.094], [-2.883, 3.387, 0.512], [-2.989, 1.118, 4.107], [-2.588, 2.968, -4.136], [1.934, 0.052, -3.417], [4.373, -1.277, -1.177], [2.405, -0.906, -3.196], [-2.593, 2.759, 5.546], [-4.671, 2.429, -3.876], [2.831, 4.362, -1.799], [-0.937, -3.815, 0.358], [1.831, 0.786, 2.266], [-2.731, -4.289, -5.109], [-0.913, 2.716, 3.196], [-3.847, 0.808, 4.703], [-2.297, -4.906, -2.136], [-0.655, 4.592, -0.913], [-3.024, 3.297, 4.020], [-1.129, 3.942, 1.501], [0.069, -0.661, -2.657], [1.748, -0.115, -4.478], [-2.467, -6.451, 2.984], [4.220, 3.604, -2.483], [-3.892, 2.838, -2.479], [0.995, 2.757, 1.449], [-0.796, 2.992, -1.457], [4.268, 2.986, 2.982], [5.234, 4.908, -0.647], [0.749, -4.626, -1.895], [-4.102, -4.445, -3.996], [1.513, -0.597, 4.033], [2.327, -3.339, 1.154], [5.114, 3.207, -0.098], [3.955, -1.102, 1.090], [2.958, -4.386, -0.133], [2.315, -4.062, -2.438], [1.481, 1.455, -1.294], [-2.796, -6.725, 1.229], [-0.572, -5.944, 1.409], [-3.240, -1.927, -1.272], [3.503, 0.437, 0.489], [-2.068, -1.825, 2.670], [-2.795, 4.036, -4.197], [-3.069, 4.341, 0.020], [-1.024, -4.565, 2.389], [0.206, -2.468, 2.840], [-1.715, 2.859, -3.492], [-3.052, 0.534, -3.835], [-3.504, -5.362, 2.119], [-2.232, 0.336, 4.167], [-3.134, -5.844, -4.305], [-1.078, -3.017, -2.396], [5.689, 1.174, -1.543], [-1.154, -5.057, -3.398], [0.446, 3.475, -0.282], [3.629, 0.957, 4.573], [1.305, -4.635, 0.522], [-2.733, 0.191, -1.600], [-0.066, 1.004, -3.097], [2.114, 4.284, 3.083], [-4.647, 0.177, 0.322], [2.170, -2.202, -1.068], [3.653, 3.130, 4.526], [-5.270, -1.467, -0.106], [3.623, 1.729, -1.581], [3.431, 3.545, 1.013], [2.706, 0.820, -3.368], [-2.884, -1.683, 0.529], [-0.718, -1.906, 4.113], [0.120, 0.394, 3.725], [-1.428, 2.243, -5.513], [-4.784, -0.364, -1.375], [-3.472, 3.347, 1.428], [0.920, -3.246, -2.983], [-2.807, 1.371, 2.165], [1.358, 2.861, 3.708], [6.002, -1.044, -0.676], [-3.295, 2.549, -0.050], [4.672, 0.893, 2.143]]
}